No. 1
Density functional theory data (the ωB97M-V functional and the def2-TZVPD basis) for 2 unconnected molecules or ions with the total composition C11H22N6O2.

orbital gap = 9.635 eV
multiplicity = 1
highest occupied orbital energy = -9.34 eV
SMILES string = CC[C@H](C)[C@H](NC(C)=O)C(=O)NC.Cc1nnn[nH]1

Last column: Mulliken charge in e.
Positions of all 41 atoms, in Å:
C (-0.86999, 1.83836, -1.09488)  -1.38
C (-1.07096, 0.48754, -0.39669)  -0.28
C (0.20856, -0.03453, 0.28949)  0.67
C (0.04385, -1.54135, 0.54723)  -1.62
C (0.59305, 0.75109, 1.57311)  0.14
N (1.95743, 0.38785, 1.98655)  -0.07
C (3.11433, 0.90897, 1.58062)  0.68
C (3.12314, 2.03005, 0.55914)  -0.95
O (4.17159, 0.49979, 2.03205)  -0.68
C (-0.37614, 0.50159, 2.75000)  -0.27
O (-0.27660, -0.51618, 3.42682)  -0.69
N (-1.32423, 1.39003, 3.06692)  -0.11
C (-1.57278, 2.70715, 2.48012)  -0.73
H (-1.79995, 2.13023, -1.58334)  0.38
H (-0.08580, 1.75100, -1.84800)  0.41
H (-0.59144, 2.60800, -0.37640)  0.29
H (-1.88245, 0.56215, 0.32677)  0.35
H (-1.37451, -0.22581, -1.16445)  0.04
H (1.02251, 0.06654, -0.42966)  0.42
H (-0.07936, -2.06670, -0.39556)  0.25
H (0.93081, -1.94218, 1.03852)  0.36
H (-0.82739, -1.73930, 1.17175)  0.33
H (0.58414, 1.81149, 1.34291)  0.25
H (2.03233, -0.36013, 2.66280)  0.28
H (2.55792, 2.87659, 0.94089)  0.26
H (2.69561, 1.67322, -0.37458)  0.24
H (4.15429, 2.33522, 0.38575)  0.33
H (-1.88781, 1.11917, 3.85937)  0.30
H (-0.64603, 3.28043, 2.41729)  0.26
H (-2.01109, 2.60426, 1.48746)  0.19
H (-2.27346, 3.25900, 3.10896)  0.37
C (-2.15908, -3.40957, -3.02624)  -1.11
C (-0.70032, -3.07784, -3.01846)  0.68
N (0.23272, -3.75051, -2.41909)  -0.34
N (1.40821, -3.08297, -2.65384)  -0.24
N (1.22641, -2.03267, -3.37489)  -0.33
N (-0.09735, -2.01033, -3.61907)  0.19
H (-2.70938, -2.68347, -2.42199)  0.26
H (-2.54572, -3.38574, -4.04846)  0.37
H (-2.31957, -4.40825, -2.60873)  0.32
H (-0.57548, -1.31218, -4.18020)  0.21

No. 2
Density functional theory data (the ωB97M-V functional and the def2-TZVPD basis) for a molecular structure, C27H29BF3N5O5S6Tc.

orbital gap (alpha / beta) = 5.981 / 5.272 eV
multiplicity = 4
highest occupied orbital energy (alpha / beta) = -6.82 / -6.82 eV
ΔE to the lowest compared entry with this formula, charge and spin = 6.5 kcal/mol

Last column: Mulliken spin population.
Positions of all 77 atoms, in Å:
Tc (0.21637, 1.07593, 0.56517)  2.84
S (0.61343, 5.59077, 0.41655)  0.06
C (0.44231, 3.96469, 0.34782)  0.01
S (1.77508, 2.84386, 0.28963)  -0.02
S (-1.06867, 3.12601, 0.38074)  -0.01
C (1.34562, -1.05553, -4.15024)  0.00
N (2.20258, -1.47939, -3.06923)  0.00
C (3.52252, -1.10199, -2.88942)  0.00
C (3.95453, -1.73438, -1.78239)  0.00
N (2.91196, -2.48874, -1.28178)  0.00
B (3.04260, -3.49916, -0.14060)  0.01
N (2.01908, -3.17083, 1.03767)  -0.01
C (1.55179, -4.20318, 1.80649)  0.00
C (0.84677, -3.68652, 2.83803)  0.00
N (0.88771, -2.31879, 2.68966)  0.00
C (0.29986, -1.39006, 3.62979)  0.00
C (1.60273, -2.02278, 1.57206)  0.02
S (2.08966, -0.42716, 1.05134)  0.05
C (1.82883, -2.32156, -2.07323)  -0.01
S (0.29097, -3.01505, -1.88815)  0.00
H (1.96718, -0.72649, -4.98141)  0.00
H (0.70029, -0.23974, -3.83289)  0.00
H (0.72544, -1.89391, -4.45828)  0.00
H (4.01816, -0.42703, -3.56368)  0.00
H (4.91301, -1.71800, -1.29648)  0.00
H (4.15731, -3.42627, 0.32410)  0.00
H (2.75483, -4.61177, -0.50248)  0.00
H (1.75947, -5.22293, 1.53795)  0.00
H (0.32085, -4.15239, 3.65212)  0.00
H (-0.08842, -1.96282, 4.46909)  0.00
H (-0.50923, -0.84021, 3.15886)  0.00
H (1.05723, -0.69727, 3.99236)  0.00
F (-0.14471, 1.75064, 7.58116)  0.00
C (-0.10948, 2.84138, 6.79374)  0.00
F (0.93587, 3.58247, 7.17739)  0.00
F (-1.22529, 3.54317, 7.03171)  0.00
C (-0.00962, 2.43611, 5.34398)  0.00
C (-1.15877, 2.13112, 4.63274)  -0.01
C (-1.02678, 1.73033, 3.31979)  0.01
N (0.16248, 1.60646, 2.72173)  -0.02
C (1.26729, 1.89847, 3.41276)  0.00
C (1.22320, 2.32383, 4.72846)  0.00
H (-2.13833, 2.21939, 5.07957)  0.00
H (-1.89042, 1.49073, 2.71528)  0.00
H (2.20443, 1.77640, 2.89049)  0.01
H (2.13832, 2.56245, 5.25043)  0.00
O (-2.22989, 0.91527, -1.46857)  0.01
C (-1.13431, 1.07845, -1.98779)  0.01
O (0.01375, 0.82984, -1.38733)  0.03
C (-0.99794, 1.61100, -3.36940)  0.00
C (-1.97325, 1.31336, -4.30865)  0.00
C (-1.89280, 1.80343, -5.61344)  0.00
C (-0.82012, 2.60992, -5.90179)  0.00
O (-0.52558, 3.22383, -7.08413)  0.00
C (0.70513, 3.92077, -6.87688)  0.00
O (1.08223, 3.75115, -5.51301)  0.00
C (0.14422, 2.92307, -4.95734)  0.01
C (0.09505, 2.43482, -3.68072)  -0.01
H (-2.80147, 0.68404, -4.01372)  0.00
H (-2.63668, 1.56815, -6.36137)  0.00
H (0.55823, 4.98109, -7.08509)  0.00
H (1.47443, 3.49454, -7.52444)  0.00
H (0.84960, 2.66761, -2.94169)  -0.01
O (-1.18598, -0.41053, 1.01622)  -0.02
S (-1.90947, -1.27790, -0.06447)  0.02
C (-3.65636, -0.95447, 0.32537)  0.00
C (-4.19168, -2.12402, 1.15827)  0.00
C (-2.98932, -2.77991, 1.83809)  0.00
C (-1.93978, -2.88098, 0.74102)  0.00
H (-4.17968, -0.78321, -0.61274)  0.00
H (-3.62463, -0.00918, 0.86515)  0.00
H (-4.67028, -2.85328, 0.50174)  0.00
H (-4.94415, -1.78546, 1.87012)  0.00
H (-3.23239, -3.75739, 2.25487)  0.00
H (-2.61629, -2.15026, 2.64978)  0.00
H (-2.22879, -3.58839, -0.04148)  0.00
H (-0.92183, -3.11560, 1.04502)  0.00

No. 3
Density functional theory data (the ωB97M-V functional and the def2-TZVPD basis) for a molecular structure, C3H3BrO.

orbital gap (alpha / beta) = 6.400 / 6.382 eV
multiplicity = 1
highest occupied orbital energy (alpha / beta) = -8.93 / -8.92 eV
ΔE to the lowest compared entry with this formula, charge and spin = 90.6 kcal/mol

Last column: Mulliken charge in e.
Positions of all 8 atoms, in Å:
C (0.53662, 0.56678, 0.43211)  -0.52
C (0.16596, 0.95693, -0.84112)  0.02
C (0.25484, -0.79834, 0.01616)  -0.07
O (-0.12906, -0.42355, -1.22428)  -0.24
Br (-2.30934, -1.00079, 1.54295)  -0.43
H (1.00487, 0.68623, 1.31582)  0.41
H (0.02387, 1.77434, -1.59584)  0.33
H (0.45224, -1.76160, 0.35420)  0.50

No. 4
Density functional theory data (the ωB97M-V functional and the def2-TZVPD basis) for a molecular structure, C22H47NOP2SiTi.

orbital gap = 7.223 eV
multiplicity = 1
highest occupied orbital energy = -6.78 eV

Last column: Mulliken charge in e.
Positions of all 75 atoms, in Å:
Ti (-0.04059, -0.07803, -0.68248)  0.39
Si (-0.24427, -2.42622, -1.72626)  1.13
P (2.50231, -0.42367, -0.92227)  1.15
P (-2.59773, 0.09019, -0.91557)  1.22
H (1.45432, 1.14791, -3.32448)  -0.60
C (3.30722, 1.22071, -0.91553)  -0.92
H (4.39860, 1.09465, -1.00157)  0.45
H (3.07943, 1.73475, 0.02924)  0.15
H (2.94255, 1.84467, -1.74372)  0.11
C (3.15707, -1.12716, -2.48228)  -1.39
H (4.25672, -1.12995, -2.43992)  0.45
H (2.82838, -0.51757, -3.33573)  0.36
H (2.78850, -2.15126, -2.61709)  0.30
C (3.46273, -1.28852, 0.36848)  -1.29
H (4.54159, -1.11586, 0.22232)  0.52
H (3.25336, -2.36408, 0.32037)  0.31
H (3.16441, -0.90546, 1.35446)  0.30
C (-3.01629, 1.87263, -0.89661)  -0.99
H (-4.11121, 1.99993, -0.93981)  0.47
H (-2.55051, 2.38143, -1.75347)  0.16
H (-2.63587, 2.33721, 0.02553)  0.13
C (-3.31063, -0.41926, -2.52129)  -1.23
H (-4.39415, -0.23070, -2.50383)  0.48
H (-3.12001, -1.48576, -2.69467)  0.23
H (-2.85749, 0.15660, -3.34022)  0.24
C (-3.74844, -0.58717, 0.33578)  -1.33
H (-4.73943, -0.11071, 0.24852)  0.52
H (-3.34374, -0.39312, 1.33889)  0.23
H (-3.84701, -1.67180, 0.20083)  0.34
C (-0.29395, -2.59525, -3.62564)  -1.32
H (0.55711, -2.08804, -4.09263)  0.30
H (-1.22943, -2.20246, -4.03724)  0.32
H (-0.23377, -3.66336, -3.86919)  0.44
H (0.87570, -3.34757, -1.35158)  -0.33
H (-1.51796, -3.09751, -1.31057)  -0.34
C (0.47243, 1.63826, -3.17490)  1.30
O (0.11120, 1.38307, -1.81454)  -0.45
C (0.67552, 3.12187, -3.40979)  -1.54
H (0.62718, 3.32472, -4.48603)  0.41
H (1.67004, 3.41481, -3.06697)  0.29
H (-0.07824, 3.74018, -2.90328)  0.29
C (-0.47396, 1.00570, -4.17146)  -1.21
H (-1.46976, 1.47714, -4.15388)  0.22
H (-0.57316, -0.07716, -4.01605)  -0.02
H (-0.06936, 1.14723, -5.17722)  0.55
C (-1.59470, -2.87636, 1.79503)  -0.84
C (-0.31985, -2.74818, 2.62575)  0.29
C (0.89804, -3.25761, 1.85963)  -0.86
C (-0.10825, -1.36123, 3.25038)  0.79
C (0.07191, -1.30933, 4.62180)  -0.91
C (0.24014, -0.10014, 5.29570)  -1.39
C (0.25673, 1.08987, 4.56860)  -0.16
C (0.15403, 1.08496, 3.19061)  0.42
C (0.25164, 2.41918, 2.44526)  1.57
C (-0.99425, 3.27519, 2.68665)  -1.54
C (1.51589, 3.19520, 2.81929)  -1.67
C (-0.02967, -0.15393, 2.47937)  -0.87
N (-0.04442, -0.13608, 1.13662)  0.53
H (-1.52915, -2.26612, 0.88605)  -0.46
H (-2.46568, -2.54280, 2.36888)  0.40
H (-1.75159, -3.91633, 1.48698)  0.41
H (-0.44573, -3.41147, 3.49557)  0.54
H (0.96961, -2.80706, 0.86148)  -0.43
H (1.81948, -3.04268, 2.41075)  0.34
H (0.81841, -4.34165, 1.72548)  0.46
H (0.06813, -2.25448, 5.17013)  0.37
H (0.36411, -0.08316, 6.37963)  0.35
H (0.35811, 2.04857, 5.08016)  0.30
H (0.30061, 2.19623, 1.37124)  -0.62
H (-1.12798, 3.48602, 3.75713)  0.35
H (-0.90220, 4.22981, 2.15734)  0.41
H (-1.89801, 2.76440, 2.33000)  0.27
H (2.41437, 2.60450, 2.59982)  0.34
H (1.55224, 4.11732, 2.23225)  0.43
H (1.52869, 3.46134, 3.88576)  0.34

no.,calculated total energy (a.u.)
1,-911.3595
2,-4490.7839
3,-2765.1881
4,-2818.1797